{
  "formula": "C25H70BClN24O18P",
  "method": "the ωB97M-V functional and the def2-TZVPD basis",
  "elements": ["P", "C", "H", "N", "H", "C", "H", "N", "Cl", "H", "H", "H", "O", "O", "H", "N", "C", "O", "H", "H", "O", "H", "H", "C", "N", "H", "N", "H", "H", "H", "H", "H", "H", "O", "H", "C", "C", "C", "H", "H", "N", "C", "H", "O", "H", "H", "H", "H", "C", "H", "N", "O", "H", "H", "C", "H", "H", "O", "H", "C", "H", "H", "H", "O", "H", "C", "N", "O", "H", "H", "H", "H", "H", "H", "O", "O", "C", "H", "N", "H", "H", "C", "C", "H", "C", "N", "H", "C", "H", "C", "H", "H", "O", "N", "C", "O", "H", "B", "N", "H", "H", "N", "H", "O", "C", "O", "N", "H", "H", "N", "N", "H", "N", "N", "H", "N", "H", "C", "H", "H", "N", "H", "N", "H", "N", "N", "N", "C", "H", "H", "H", "H", "H", "C", "H", "H", "C", "O", "C", "O"],
  "positions_angstrom": [[0.20301, 0.54021, 0.60940], [-4.47547, -0.77902, 8.93215], [1.57135, 2.09563, -1.41349], [-4.11750, 6.80711, -2.96608], [2.86547, 1.28298, -7.61349], [2.55180, -4.17276, 0.39123], [-10.14132, 1.54449, -4.39488], [5.23779, -0.29722, -0.42488], [-1.38377, -0.73433, 1.22589], [3.11215, -5.22438, 0.47313], [-2.06645, -2.32360, 7.11915], [7.19942, -0.67161, 1.98645], [1.37752, -1.67699, -0.47499], [-4.05961, 1.97964, 1.58013], [1.02018, -5.59743, 1.43725], [3.86857, 1.36250, -7.70511], [1.06244, -4.46012, 1.09710], [-2.78093, 6.32394, -1.21476], [-7.06972, -0.23773, -2.22128], [-6.23045, 2.58348, 2.60623], [-1.36164, 4.97001, 3.82763], [-3.23548, 0.12399, -1.09118], [-4.97450, 6.67256, -3.47456], [2.17719, -2.21376, -1.53664], [-8.61750, 3.19600, -5.44386], [-0.30682, -3.07792, -3.63538], [-1.36340, -2.00521, 6.46702], [0.25084, -4.21213, 0.28254], [-0.41142, -2.30856, 6.58091], [3.53464, -4.08249, -1.66363], [-5.55374, -2.32133, 9.80929], [-0.57456, -7.80731, -4.77929], [0.07003, 2.33069, 1.94467], [-5.26162, -1.28513, -0.89319], [-5.91491, 1.83320, 4.14458], [6.12484, -0.02178, 2.02036], [0.29393, -7.13669, -3.01669], [5.63982, 0.81914, 0.52072], [3.97428, 2.87295, -4.21446], [-1.72539, -1.54670, -1.47718], [-9.28004, 1.68862, -3.89621], [-1.11468, -1.29506, -2.47155], [6.53109, -2.86698, -3.79469], [5.66048, 0.64397, 3.34500], [5.44026, -1.70866, 2.90094], [-0.58028, -0.25586, -2.41217], [-3.95304, 1.32251, -2.12930], [-5.64132, 5.15560, -1.91710], [-3.82362, 6.15479, -1.82580], [-3.43146, 7.46166, -3.31534], [-6.19419, 0.26648, -2.23849], [3.36658, -3.23696, 1.19428], [2.09536, 2.32384, -3.94964], [-4.50100, -2.52159, 7.80351], [2.25212, 1.17804, -1.66878], [1.36561, 1.79529, 5.35363], [-2.73782, 0.71246, 3.24661], [-4.08770, 0.37468, 9.02039], [0.88723, -3.80620, 2.05858], [6.40719, -1.18440, -0.90243], [7.00869, -0.81678, -1.84157], [-7.93146, 3.85055, -5.79312], [3.41491, 1.03039, -4.46332], [-2.92249, -0.82094, 5.34735], [6.59548, -2.74807, 0.86135], [3.22139, 2.02557, -3.84000], [-4.78004, 5.29973, -1.41843], [1.14372, -6.42788, -2.50227], [-5.47743, -0.81951, 10.68550], [-2.73187, 5.03226, 0.97130], [4.77299, 1.52898, 0.85064], [-6.12548, 1.11755, -2.76960], [3.83849, 2.61480, -1.86699], [-1.25730, -8.48419, -2.71842], [0.59754, 1.46920, 2.07078], [3.63643, 3.43170, -8.57198], [-1.71742, 5.40459, 2.74424], [-4.60834, 4.78433, -0.56649], [-3.64786, 1.00644, 3.57268], [1.68678, 0.51413, -2.44910], [-2.68074, 3.73753, 2.13322], [-4.41679, 1.70050, 2.71313], [6.83842, -2.44576, -0.24769], [-1.71623, 7.01399, 1.43252], [-0.00234, -2.52190, -2.62331], [-4.03548, 0.47010, -1.60219], [4.30080, -3.84826, -5.10933], [-1.76500, -1.18449, 5.47861], [-3.61942, -1.17299, 7.14543], [2.92913, 0.87467, 6.24114], [4.45274, 0.59771, -7.41342], [2.25805, -0.78065, 1.24996], [1.37507, -2.07282, -2.79748], [2.31359, 1.93007, 5.67627], [3.94398, -0.52414, -0.88972], [3.95571, -3.55286, -4.21638], [-0.19919, -3.29171, -1.76889], [4.62670, -2.27048, -3.80290], [-2.43543, 4.68050, 1.86544], [4.69476, 0.36374, 7.07896], [4.66543, -0.75674, 4.04977], [-0.55488, -7.89802, -2.30114], [0.73640, -6.67282, -4.93212], [6.07707, -1.99540, -4.04751], [2.46587, -3.82903, -1.20444], [2.39287, -0.21352, 6.37319], [0.12358, -7.22536, -4.34896], [-1.02763, -0.18215, 3.88737], [2.74962, 2.82930, 5.56439], [-0.77848, -0.79958, 4.64749], [5.69466, 2.54620, -8.31391], [1.70964, -4.54399, -1.75123], [2.79299, 0.41976, -0.48033], [4.18796, 1.12414, 6.64767], [7.41536, -3.23392, -0.92938], [3.52640, -1.62972, -1.82679], [-3.93603, 0.77309, 4.50743], [1.80776, -0.48073, 0.18563], [-0.88819, 7.23515, 2.94727], [-1.93060, -1.35612, -3.34083], [-1.42620, 6.64969, 2.32382], [-0.46861, -7.86749, -1.29481], [-5.23094, -1.37127, 9.87573], [4.63587, 2.01818, 6.54194], [3.48875, 1.77381, -2.37500], [-4.18489, -1.57032, 7.88261], [-5.61426, 2.05986, 3.21220], [-5.16979, -0.25148, -1.53532], [6.10884, 3.38551, -8.69481], [0.17715, -1.09523, 4.74982], [6.60598, 1.36621, 0.14953], [4.17168, -3.04652, 0.62962], [6.29039, 1.78900, -8.02609], [4.80383, -0.69580, 2.90679], [-9.47450, 3.06144, -5.95234], [-9.10834, 1.17322, -3.04427], [4.35230, 2.50809, -8.22035], [-7.28093, 2.71283, -3.69253], [-8.32362, 2.54368, -4.30357], [3.71255, -1.29613, -3.11481]],
  "forces_ev_per_a": [[-0.7, 2.1, 0.7], [0.3, 0.7, 0.0], [1.0, -2.2, 0.3], [0.2, 0.8, -1.0], [0.3, 0.0, -0.1], [-0.5, -2.2, 0.1], [0.1, 0.0, 0.1], [-1.7, -1.1, -1.3], [1.5, 0.2, 0.0], [-1.2, 2.2, -0.5], [0.4, 0.1, -0.1], [-3.2, 2.0, 0.3], [1.7, 0.9, -0.9], [0.3, 0.5, -0.9], [0.0, 2.5, -0.9], [-0.9, -1.2, 0.6], [0.6, 0.2, -0.2], [0.4, 0.0, 0.4], [0.4, 0.2, 0.0], [0.2, -0.2, 0.3], [0.3, -0.2, 0.3], [-0.3, 0.3, -0.1], [0.2, 0.0, 0.1], [-2.2, -2.7, -1.2], [0.2, 0.8, -0.9], [1.0, 1.1, 2.2], [-0.1, -0.8, 0.8], [1.4, -0.6, 1.9], [-0.1, 0.1, 0.0], [-2.3, 0.6, 0.8], [0.0, 0.2, 0.0], [0.1, 0.1, 0.0], [1.0, -1.7, 0.3], [0.1, -0.3, 0.1], [0.1, 0.0, -0.1], [-2.8, 2.1, 1.8], [0.0, 0.0, 0.1], [0.7, -0.6, 2.8], [-1.9, -1.9, 0.7], [1.4, 0.9, -2.1], [-0.5, -0.9, 0.7], [-0.4, -1.1, 0.6], [-0.8, 1.7, -0.9], [3.3, -3.1, -4.7], [0.0, 1.4, 1.0], [-1.2, -1.9, -0.1], [0.0, -0.1, 0.2], [0.1, -0.1, 0.1], [0.0, -0.1, 0.1], [-0.3, -0.2, 0.1], [-1.0, 0.1, -0.5], [0.2, -0.1, -2.1], [2.1, -0.2, -0.3], [-0.1, 0.2, 0.0], [0.8, 1.4, -2.3], [0.2, 0.1, 0.1], [-0.6, 0.0, 0.2], [0.0, 0.0, 0.0], [0.4, -1.1, -2.0], [1.3, -3.7, 1.2], [-1.9, -0.7, 1.8], [-0.3, -0.2, 0.1], [-0.4, 2.2, 1.4], [-0.5, 0.0, 0.3], [0.0, 0.5, -2.5], [0.3, 0.1, -0.3], [-0.5, -0.8, 0.7], [0.3, 0.3, 0.2], [0.1, -0.2, -0.3], [0.1, 0.1, -0.1], [1.6, -1.6, -1.0], [-0.3, 0.1, 0.0], [-0.8, -0.9, -0.8], [0.1, 0.1, 0.1], [-1.2, -0.6, -2.5], [0.1, -0.1, 0.1], [-0.1, -0.1, 0.2], [-0.2, 0.0, -0.3], [0.5, 0.1, -0.1], [1.1, 1.0, 1.5], [-0.2, 0.1, -0.2], [0.3, -0.4, 0.5], [-1.4, 3.0, -1.9], [0.0, -0.1, 0.0], [-2.4, -0.4, -1.4], [1.3, 0.3, 0.0], [-0.3, 0.3, 1.6], [0.6, -0.1, 0.1], [-0.4, 0.1, -0.3], [-0.4, 0.0, -0.1], [-0.1, 0.1, -0.1], [-0.5, 0.4, -2.3], [0.5, -0.5, 2.7], [-0.8, 0.5, -0.6], [0.3, 1.8, -0.3], [2.5, 3.5, -0.5], [0.9, 1.5, -1.4], [-0.3, -1.8, -0.5], [-0.4, -1.0, -0.4], [-0.2, 0.3, -0.1], [-1.7, 0.0, -1.5], [-0.5, -0.5, 1.0], [-0.2, -0.2, 0.2], [-3.1, -2.3, 1.6], [0.7, 0.1, 0.0], [-0.1, -0.5, -0.1], [0.2, 0.3, -1.3], [0.3, -0.3, 0.3], [-0.2, -0.1, 0.0], [0.3, 0.6, -0.9], [1.3, 0.4, -0.2], [1.4, 1.5, 1.2], [0.7, -2.1, -0.2], [1.4, -0.3, 0.5], [-0.8, 2.2, 1.8], [0.8, 1.7, 4.6], [0.3, -0.2, -0.1], [0.5, -0.4, 4.1], [-0.2, -0.2, -0.2], [2.1, 0.4, 1.8], [0.6, 1.3, 0.0], [-0.1, -0.1, -0.3], [-0.8, -0.2, 1.3], [-0.1, -0.2, 0.0], [-0.9, -0.8, 0.2], [0.6, -0.6, -0.8], [-1.2, 0.6, -0.1], [-0.2, -0.5, 0.3], [-0.1, -0.3, 0.1], [0.0, 0.2, 0.1], [-2.0, -1.1, 0.4], [-1.3, -0.4, 1.0], [-0.1, 0.2, -0.1], [3.2, -0.6, -0.2], [0.2, 0.1, 0.1], [-0.2, 0.2, -0.3], [-0.5, 0.9, -0.4], [0.5, 0.1, 0.2], [0.0, 0.0, 0.0], [2.7, -0.8, -3.2]],
  "charge": 1,
  "e_tot_ev": -122154.9254
}